1) The following is a DFT calculation (the ωB97M-V functional and the def2-TZVPD basis) of one molecule with the formula C6H14O.

Total charge   0
Highest occupied orbital energy   -0.359 Ha

Structure (XYZ):
```
21
Properties=species:S:1:pos:R:3:mulliken_charge:R:1
O 1.312 -1.019 -0.058 -0.233
C 2.526 -1.370 -0.553 -0.811
C -1.410 -0.261 -1.071 -1.644
C 0.993 0.301 -0.024 -0.921
C -0.675 0.341 0.128 1.821
C -0.960 -0.470 1.389 -1.693
C -1.088 1.796 0.317 -1.756
H -1.114 -1.302 -1.236 0.344
H -0.576 2.255 1.171 0.395
H 3.284 -0.781 -0.006 0.310
H -2.495 -0.236 -0.908 0.401
H -2.168 1.868 0.503 0.407
H -2.040 -0.514 1.575 0.436
H -1.205 0.302 -1.990 0.381
H -0.597 -1.499 1.297 0.359
H -0.872 2.399 -0.574 0.400
H 1.438 0.832 0.820 0.460
H 2.862 -2.397 -0.575 0.239
H -0.487 -0.030 2.275 0.359
H 2.567 -0.944 -1.574 0.319
H 0.972 0.823 -0.991 0.426
```

***

2) The following is a DFT calculation (the ωB97M-V functional and the def2-TZVPD basis) of a 2-piece molecular cluster, C6H14O overall.

Total charge   0
Highest occupied orbital energy   -0.337 Ha

Structure (XYZ):
```
21
Properties=species:S:1:pos:R:3:mulliken_charge:R:1
O -4.502 1.875 -4.382 -0.636
C 1.268 -0.689 0.787 0.522
C 1.597 -0.267 -0.673 -0.705
C -0.481 -0.872 2.651 -1.408
C -0.164 -0.893 1.195 0.140
C 2.307 -0.772 1.632 -0.846
C 1.013 1.090 -1.161 -1.077
H -0.152 0.187 3.070 0.319
H -0.802 -0.070 0.762 0.218
H -0.493 -1.904 0.982 0.251
H 1.073 -0.959 -1.306 0.316
H 2.704 -0.239 -0.731 0.302
H 2.048 -0.894 2.742 0.127
H 0.173 -1.494 3.290 0.334
H -4.789 1.425 -5.203 0.325
H -1.578 -1.007 2.850 0.320
H 0.091 0.731 -1.804 0.203
H 1.664 1.427 -1.845 0.432
H 3.465 -0.670 1.502 0.236
H -5.261 2.227 -3.990 0.310
H 0.819 1.766 -0.369 0.316
```

***

The least stable of them is 2).

***

1) The following is a DFT calculation (the ωB97M-V functional and the def2-TZVPD basis) of a 2-piece molecular cluster, C6H14O overall.

Total charge   0
Highest occupied orbital energy   -0.248 Ha

Structure (XYZ):
```
21
Properties=species:S:1:pos:R:3:mulliken_charge:R:1
O -0.912 -0.395 -2.267 -0.310
C -0.283 0.339 -1.245 -0.364
C 2.220 -0.004 2.000 -1.421
C -1.060 0.155 0.054 -0.639
C -0.489 0.936 1.206 -0.470
C 0.164 0.301 2.310 -0.312
C -0.233 -0.290 -3.489 -0.707
H -0.171 0.755 -3.834 0.287
H -2.104 0.439 -0.135 0.314
H -1.077 -0.919 0.289 0.201
H -0.791 -0.873 -4.226 0.249
H 2.809 0.842 1.616 0.380
H 0.792 -0.690 -3.418 0.291
H -0.600 2.016 1.235 0.370
H 2.500 -0.204 3.036 0.434
H 0.926 0.629 1.368 0.201
H 0.331 0.885 3.211 0.319
H 2.373 -0.892 1.377 0.315
H -0.238 1.410 -1.512 0.317
H 0.017 -0.767 2.465 0.267
H 0.761 -0.001 -1.114 0.277
```

***

2) The following is a DFT calculation (the ωB97M-V functional and the def2-TZVPD basis) of one molecule with the formula C6H14O.

Total charge   0
Highest occupied orbital energy   -0.339 Ha

Structure (XYZ):
```
21
Properties=species:S:1:pos:R:3:mulliken_charge:R:1
O -0.604 1.625 1.444 -0.572
C -0.711 2.408 -0.841 -1.422
C -0.159 1.366 0.119 0.531
C 1.967 -1.136 -0.205 -1.188
C -0.582 -0.043 -0.241 -0.953
C 0.194 -1.170 0.447 0.240
C -0.789 -2.385 0.495 -1.372
H 2.332 -0.083 -0.206 0.315
H -0.340 3.404 -0.571 0.406
H -0.401 -3.302 0.940 0.398
H -0.421 -0.227 -1.310 0.427
H -1.708 -2.145 1.074 0.317
H -1.181 -2.621 -0.509 0.312
H 2.773 -1.651 0.381 0.359
H 2.034 -1.502 -1.220 0.332
H -1.806 2.427 -0.793 0.329
H -1.681 -0.107 -0.110 0.502
H 0.876 -0.972 1.232 0.331
H -0.328 2.525 1.660 0.349
H -0.402 2.199 -1.870 0.337
H 0.939 1.391 0.084 0.022
```

***

The least stable of them is 1).

***

1) The following is a DFT calculation (the ωB97M-V functional and the def2-TZVPD basis) of a 2-piece molecular cluster, C6H14O overall.

Total charge   0
Highest occupied orbital energy   -0.339 Ha

Structure (XYZ):
```
21
Properties=species:S:1:pos:R:3:mulliken_charge:R:1
O 3.183 -2.471 1.223 -0.630
C 0.840 -1.148 -0.383 -1.529
C -1.932 1.017 -0.291 -0.420
C 0.348 -0.020 0.151 1.226
C 1.227 1.109 0.630 -1.347
C -1.919 0.643 -1.791 -1.125
C -1.102 0.059 0.581 -0.967
H -2.287 -0.366 -1.957 0.290
H 2.221 0.758 0.870 0.401
H -1.794 2.090 -0.169 0.350
H -2.959 0.826 0.025 0.300
H 1.233 1.925 -0.112 0.273
H -1.551 -0.928 0.437 0.332
H 2.395 -1.954 1.387 0.323
H -2.472 1.350 -2.407 0.365
H 1.854 -1.109 -0.758 0.480
H -0.877 0.673 -2.116 0.294
H 3.699 -2.324 2.025 0.311
H -1.097 0.306 1.643 0.395
H 0.299 -2.081 -0.407 0.320
H 0.692 1.645 1.418 0.355
```

***

2) The following is a DFT calculation (the ωB97M-V functional and the def2-TZVPD basis) of a 2-piece molecular cluster, C6H14O overall.

Total charge   0
Highest occupied orbital energy   -0.343 Ha

Structure (XYZ):
```
21
Properties=species:S:1:pos:R:3:mulliken_charge:R:1
O 0.365 -2.753 -2.045 -0.698
C 0.359 0.471 0.606 -0.530
C -1.871 -1.977 -1.221 -0.508
C 1.808 2.382 1.467 -1.260
C -1.262 -1.375 -0.205 -0.665
C -0.885 0.083 -0.196 -0.433
C 0.590 1.985 0.634 -0.356
H 2.719 1.915 1.076 0.320
H 1.249 -0.024 0.193 0.316
H 0.250 0.105 1.637 0.315
H -1.088 -1.936 0.716 0.297
H -2.197 -3.013 -1.174 0.331
H -0.800 0.473 -1.221 0.295
H -2.000 -1.495 -2.189 0.213
H 0.715 2.353 -0.393 0.312
H -1.755 0.575 0.253 0.362
H 1.961 3.466 1.465 0.364
H 1.690 2.062 2.509 0.316
H 0.192 -2.162 -1.302 0.381
H 0.264 -3.619 -1.641 0.333
H -0.305 2.483 1.032 0.294
```

***

The least stable of them is 2).

***

1) The following is a DFT calculation (the ωB97M-V functional and the def2-TZVPD basis) of a 2-piece molecular cluster, C6H14O overall.

Total charge   0
Highest occupied orbital energy   -0.358 Ha

Structure (XYZ):
```
21
Properties=species:S:1:pos:R:3:mulliken_charge:R:1
O -1.614 2.005 -1.443 -0.532
C 0.871 0.617 -1.940 -0.911
C 0.619 -1.570 2.524 -1.250
C 1.086 -0.654 0.216 -0.403
C 0.665 -0.317 1.650 -0.305
C 1.284 0.540 -0.676 -0.204
C -2.464 0.884 -1.504 -0.474
H -0.315 0.179 1.650 0.259
H 1.375 0.406 2.075 0.327
H 1.592 -2.075 2.521 0.310
H -2.830 0.787 -2.531 0.244
H 1.047 1.497 -2.554 0.280
H 0.365 -1.337 3.563 0.358
H 1.832 1.383 -0.247 0.294
H 0.348 -1.329 -0.238 0.249
H -1.954 -0.051 -1.227 0.148
H -0.799 1.730 -1.007 0.352
H -3.327 1.002 -0.838 0.255
H 0.312 -0.195 -2.405 0.329
H -0.123 -2.286 2.151 0.317
H 2.031 -1.215 0.261 0.358
```

***

2) The following is a DFT calculation (the ωB97M-V functional and the def2-TZVPD basis) of one molecule with the formula C6H14O.

Total charge   0
Highest occupied orbital energy   -0.361 Ha

Structure (XYZ):
```
21
Properties=species:S:1:pos:R:3:mulliken_charge:R:1
O 2.300 -0.222 0.525 -0.306
C 1.144 0.273 -0.105 -0.431
C 3.394 -0.334 -0.343 -0.724
C 0.094 0.490 0.973 -0.522
C -1.258 1.026 0.464 -0.634
C -2.176 -1.020 -0.795 -1.046
C -2.362 -0.034 0.359 -0.455
H -1.128 1.516 -0.514 0.355
H 3.664 0.639 -0.781 0.293
H -2.250 -0.506 -1.763 0.292
H 1.365 1.228 -0.615 0.317
H 0.793 -0.431 -0.880 0.250
H 4.236 -0.702 0.247 0.247
H -1.604 1.812 1.147 0.295
H -2.411 -0.583 1.311 0.292
H 3.193 -1.039 -1.165 0.289
H 0.531 1.185 1.699 0.309
H -3.330 0.474 0.247 0.333
H -0.045 -0.457 1.511 0.285
H -2.950 -1.797 -0.770 0.338
H -1.199 -1.519 -0.753 0.222
```

***

3) The following is a DFT calculation (the ωB97M-V functional and the def2-TZVPD basis) of one molecule with the formula C6H14O.

Total charge   0
Highest occupied orbital energy   -0.368 Ha

Structure (XYZ):
```
21
Properties=species:S:1:pos:R:3:mulliken_charge:R:1
O -0.817 -0.990 -2.816 -0.513
C -0.107 0.332 1.022 0.904
C -0.669 -0.601 2.116 -1.479
C -0.688 0.272 -2.256 -0.438
C 0.237 -0.646 -0.185 -1.157
C 1.157 1.087 1.445 -1.429
C 0.620 0.084 -1.456 -0.593
H -1.529 0.429 -1.500 0.332
H -1.077 0.857 0.647 0.158
H -1.788 -1.211 -2.929 0.313
H 0.037 -1.328 2.564 0.355
H 1.482 -0.309 -2.049 0.352
H -0.610 -1.216 -0.429 0.520
H 2.157 0.612 1.302 0.329
H -1.698 -1.232 2.054 0.300
H -0.989 -0.225 3.115 0.408
H -0.480 0.943 -3.242 0.231
H 1.104 -1.274 0.380 0.394
H 1.096 1.079 -1.249 0.300
H 1.340 2.062 0.923 0.307
H 1.220 1.273 2.543 0.407
```

***

The least stable of them is 3).